*i*
{"formula": "C10H18N3", "method": "ωB97M-V/def2-TZVPD", "symbols": ["C", "C", "C", "C", "C", "C", "C", "H", "H", "H", "H", "H", "H", "H", "H", "C", "C", "C", "N", "N", "N", "H", "H", "H", "H", "H", "H", "H", "H", "H", "H"], "positions_angstrom": [[2.66046, -3.45925, 1.36592], [0.79556, -0.97292, -1.39555], [0.90732, -2.30852, -1.72864], [1.56959, -0.39025, -0.39737], [1.68594, -3.15143, -0.93062], [2.29532, -1.20449, 0.46320], [2.23908, -2.58439, 0.20847], [0.37284, -0.30481, -2.14034], [0.33415, -2.75353, -2.53356], [1.60816, 0.69039, -0.42545], [1.69089, -4.22289, -1.06033], [2.96621, -0.78801, 1.20293], [3.57384, -3.07652, 1.84504], [2.50178, -4.49620, 1.09151], [2.11726, -3.20093, 2.28435], [-3.01578, 1.73600, -0.67006], [-2.40679, 0.87010, -1.74802], [-1.41179, 2.53489, 1.08112], [-2.22376, 2.72636, 0.05136], [-0.82159, 1.36762, 1.28368], [-1.04659, 3.59922, 1.80683], [-3.94590, 2.19500, -1.00228], [-3.39935, 1.06216, 0.10663], [-1.53379, 0.31931, -1.40598], [-2.03999, 1.50077, -2.56187], [-2.43205, 3.69007, -0.15856], [-1.24618, 0.53016, 0.90169], [-0.36240, 1.00458, 2.10817], [-1.39048, 4.51153, 1.56466], [-0.15343, 3.68028, 2.25915], [-3.20353, 0.22351, -2.10285]], "nbo_charge": [-0.65, -0.28, -0.18, -0.20, -0.22, -0.25, 0.03, 0.21, 0.22, 0.20, 0.22, 0.22, 0.23, 0.23, 0.22, -0.24, -0.63, 0.68, -0.54, -0.76, -0.76, 0.24, 0.20, 0.22, 0.22, 0.42, 0.42, 0.44, 0.41, 0.43, 0.24], "lumo_ev": -3.0, "homo_lumo_gap_ev": 8.32, "charge": 1}

***

*ii*
{"formula": "C10H18N3", "method": "ωB97M-V/def2-TZVPD", "symbols": ["C", "C", "C", "C", "C", "C", "C", "C", "C", "C", "N", "N", "N", "H", "H", "H", "H", "H", "H", "H", "H", "H", "H", "H", "H", "H", "H", "H", "H", "H", "H"], "positions_angstrom": [[-3.94109, 0.64667, 0.11300], [-3.60016, 1.95639, 0.08158], [-2.74614, -0.11538, 0.09038], [-1.63433, 0.77285, 0.13081], [-1.81084, -2.34168, -0.12706], [1.14490, 0.04163, 1.00778], [3.12961, 1.05592, -0.03699], [1.15105, 0.65809, -1.40032], [2.60439, -1.30924, -0.59401], [2.01132, 0.08049, -0.21954], [-2.15349, 1.99968, 0.08287], [-2.77077, -1.43666, 0.07367], [1.05474, -0.86849, 1.95107], [-4.84051, 0.20826, -0.07040], [-4.18540, 2.80031, -0.03892], [-0.82068, -2.03676, -0.00383], [-1.98750, -3.36232, -0.35854], [0.52907, 0.84505, 1.18854], [3.79263, 0.72395, 0.81698], [2.87539, 2.10485, 0.25125], [3.84793, 1.18091, -0.96179], [0.30553, 0.00297, -1.48015], [0.68797, 1.59739, -1.12798], [1.83603, 0.60994, -2.36060], [3.67924, -1.09480, -0.97071], [2.00593, -1.80460, -1.36202], [2.70972, -1.85183, 0.27913], [-1.57722, 2.85072, -0.00402], [-3.66673, -1.79488, -0.01478], [0.70726, -0.51646, 2.89740], [1.66214, -1.60296, 2.16723]], "nbo_charge": [-0.28, -0.06, -0.08, -0.12, -0.12, 0.38, -0.61, -0.58, -0.60, -0.19, -0.55, -0.32, -0.67, 0.21, 0.22, 0.18, 0.21, 0.24, 0.21, 0.23, 0.26, 0.23, 0.23, 0.23, 0.24, 0.23, 0.19, 0.42, 0.42, 0.43, 0.42], "lumo_ev": [-3.9, -3.9], "homo_lumo_gap_ev": [6.81, 6.81], "charge": 1}

***

The data favor *i*; the next most stable structure lies 0.1823 hartree above it.

***

*i*
{"formula": "C4H5NO3S", "method": "ωB97M-V/def2-TZVPD", "symbols": ["C", "C", "C", "C", "N", "O", "O", "O", "S", "H", "H", "H", "H", "H"], "positions_angstrom": [[1.66578, -0.38954, -0.85660], [1.99011, -0.76272, 0.42613], [-0.21500, 1.41731, 0.50807], [-2.09110, 0.38565, -0.61120], [0.64052, 0.21376, -1.25442], [-0.65288, -1.23881, 1.03647], [0.75927, -0.07369, 2.63714], [-1.34331, 1.45644, 0.05142], [0.51152, -0.30980, 1.25899], [2.38709, -0.54817, -1.59349], [3.02266, -0.97949, 0.60961], [-3.10814, 0.75529, -0.39264], [-1.75822, -0.48451, -0.17648], [-1.80831, 0.55830, -1.64301]], "nbo_charge": [-0.07, -0.61, 0.40, -0.26, -0.33, -0.93, -0.90, -0.45, 1.96, 0.23, 0.26, 0.21, 0.26, 0.22], "lumo_ev": [-2.7, -1.6], "homo_lumo_gap_ev": [6.01, 7.25], "charge": 0}

***

*ii*
{"formula": "C4H5NO3S", "method": "ωB97M-V/def2-TZVPD", "symbols": ["O", "S", "O", "N", "C", "C", "C", "C", "O", "H", "H", "H", "H", "H"], "positions_angstrom": [[-1.56289, -1.80106, 0.14222], [-0.64560, -1.00107, 0.87507], [-0.52448, -1.06144, 2.30425], [0.94828, -1.20695, 0.31577], [1.42062, -0.62500, -0.66019], [0.63277, 0.34773, -1.50021], [-0.29044, 1.06404, -0.89471], [-0.72090, 0.82116, 0.51235], [0.32594, 1.09523, 1.40889], [2.24894, -1.13831, -1.17378], [0.74441, 0.38492, -2.57376], [-1.01131, 1.41321, -1.63327], [-1.74676, 1.15179, 0.68421], [0.18141, 0.55575, 2.19315]], "nbo_charge": [-0.89, 2.24, -0.93, -0.64, 0.16, -0.23, -0.18, -0.17, -0.71, 0.19, 0.23, 0.22, 0.21, 0.50], "lumo_ev": -0.6, "smiles": "O=S1(=O)N=CC=C[C@@H]1O", "homo_lumo_gap_ev": 9.30, "charge": 0}

***

The data favor *ii*; the next most stable structure lies 0.2193 hartree above it.

***

*i*
{"formula": "C3H9NO2S", "method": "ωB97M-V/def2-TZVPD", "symbols": ["O", "C", "N", "C", "C", "S", "H", "H", "H", "H", "H", "H", "H", "H", "H", "O"], "positions_angstrom": [[-1.60149, -1.28421, 0.43536], [-0.85222, -0.85706, -0.38772], [-0.31304, 0.41194, -0.32451], [0.72387, 0.87631, -1.18848], [2.11732, 0.89170, -0.46085], [3.03984, -0.55342, -0.99869], [-0.53013, -1.45718, -1.26770], [-0.31118, 0.82631, 0.60084], [0.72130, 0.20997, -2.04549], [0.42893, 1.84525, -1.59235], [2.65287, 1.77155, -0.79463], [2.01542, 0.81442, 0.61065], [3.15846, -1.14093, 0.20747], [-4.51568, -0.68127, 2.51169], [-3.11797, -0.71125, 1.95410], [-3.61631, -0.96211, 2.74033]], "nbo_charge": [-0.47, 0.51, -0.50, -0.24, -0.58, 0.50, 0.13, 0.42, 0.23, 0.28, 0.30, 0.26, 0.16, 0.47, 0.47, -0.93], "lumo_ev": [-4.0, -9.5], "spin_multiplicity": 2, "s2": 0.757, "homo_lumo_gap_ev": [9.36, 3.81], "charge": 1}

***

*ii*
{"formula": "C3H9NO2S", "method": "ωB97M-V/def2-TZVPD", "symbols": ["O", "C", "N", "C", "C", "S", "H", "H", "H", "H", "H", "H", "H", "H", "H", "O"], "positions_angstrom": [[1.08817, 0.80778, -2.02512], [0.32945, -0.06570, -1.69849], [0.50180, -0.96871, -0.68840], [-0.65544, -1.45813, 0.01428], [-0.89564, -0.67493, 1.34252], [-1.68758, 0.91273, 1.06676], [-0.60875, -0.26263, -2.25282], [1.36607, -0.88610, -0.18552], [-1.51551, -1.29256, -0.63505], [-0.55684, -2.52089, 0.21773], [-1.39958, -1.23147, 2.12677], [0.10838, -0.41815, 1.70388], [-0.78173, 1.45666, 0.20178], [1.82683, 2.79621, 0.70720], [1.48160, 1.87064, -0.43190], [1.39878, 1.93524, 0.53639]], "nbo_charge": [-0.57, 0.52, -0.60, -0.22, -0.61, 0.67, 0.12, 0.41, 0.22, 0.26, 0.28, 0.29, 0.19, 0.50, 0.50, -0.99], "lumo_ev": [-3.6, -9.0], "spin_multiplicity": 2, "s2": 0.753, "homo_lumo_gap_ev": [10.98, 5.47], "charge": 1}

***

The data favor *ii*; the next most stable structure lies 0.0281 hartree above it.

***

*i*
{"formula": "C21H23N3O3S", "method": "ωB97M-V/def2-TZVPD", "symbols": ["C", "C", "C", "C", "C", "O", "C", "S", "C", "N", "C", "C", "C", "C", "C", "C", "C", "O", "N", "C", "C", "N", "C", "C", "C", "C", "C", "O", "H", "H", "H", "H", "H", "H", "H", "H", "H", "H", "H", "H", "H", "H", "H", "H", "H", "H", "H", "H", "H", "H", "H"], "positions_angstrom": [[-0.48526, 4.52550, -1.14981], [-0.43512, 3.34693, -0.24025], [-1.13634, 2.18275, -0.32065], [-0.80884, 1.40065, 0.82516], [-1.29917, 0.08420, 1.15618], [-0.99451, -0.54380, 2.15227], [-2.27090, -0.52640, 0.15029], [-1.44453, -0.84783, -1.44060], [-1.52972, -2.59643, -1.52200], [-2.16289, -3.26415, -0.63201], [-2.20678, -4.62867, -0.75779], [-2.88615, -5.37409, 0.21066], [-2.95259, -6.74414, 0.09989], [-2.34907, -7.40373, -0.96989], [-1.67384, -6.68522, -1.93050], [-1.59408, -5.29512, -1.83660], [-0.87997, -4.52058, -2.84725], [-0.30925, -4.95231, -3.82389], [-0.89881, -3.14843, -2.59579], [0.09873, 2.15094, 1.57158], [0.70088, 1.83139, 2.88786], [0.31978, 3.31598, 0.91570], [1.24198, 4.34566, 1.31113], [2.71470, 4.07644, 0.91130], [2.90738, 3.26972, -0.38889], [3.38244, 1.90434, 0.10875], [4.11714, 2.29440, 1.38693], [3.34992, 3.34117, 1.94958], [-1.08995, 4.27346, -2.01654], [-0.94624, 5.37985, -0.65112], [0.50300, 4.82753, -1.49503], [-1.80587, 1.91308, -1.11238], [-2.61856, -1.49915, 0.50002], [-3.10577, 0.14523, -0.04483], [-3.34614, -4.85058, 1.03360], [-3.47826, -7.31640, 0.85018], [-2.41239, -8.47891, -1.04207], [-1.19571, -7.16823, -2.76930], [-0.41845, -2.55176, -3.25930], [0.14764, 2.33856, 3.68096], [1.73816, 2.14965, 2.94025], [0.62763, 0.76188, 3.06281], [0.91957, 5.28519, 0.85994], [1.22081, 4.45569, 2.39813], [3.20873, 5.05704, 0.83516], [3.67623, 3.73787, -1.00412], [1.99432, 3.19156, -0.97151], [2.52946, 1.26748, 0.34485], [4.02462, 1.39287, -0.60336], [5.13038, 2.65513, 1.15764], [4.18167, 1.49378, 2.12467]], "nbo_charge": [-0.65, 0.13, -0.27, -0.28, 0.57, -0.56, -0.63, 0.25, 0.31, -0.55, 0.26, -0.24, -0.17, -0.24, -0.14, -0.23, 0.66, -0.59, -0.61, 0.26, -0.69, -0.34, -0.23, 0.09, -0.44, -0.43, -0.07, -0.54, 0.24, 0.22, 0.21, 0.22, 0.30, 0.24, 0.23, 0.22, 0.22, 0.23, 0.43, 0.22, 0.24, 0.27, 0.22, 0.23, 0.18, 0.21, 0.23, 0.22, 0.22, 0.16, 0.20], "lumo_ev": 0.5, "smiles": "Cc1cc(C(=O)CSc2nc3ccccc3c(=O)[nH]2)c(C)n1C[C@@H]1CCCO1", "homo_lumo_gap_ev": 8.74, "charge": 0}

***

*ii*
{"formula": "C21H23N3O3S", "method": "ωB97M-V/def2-TZVPD", "symbols": ["C", "C", "O", "C", "C", "C", "N", "C", "S", "C", "C", "O", "N", "C", "C", "C", "C", "C", "C", "N", "C", "C", "C", "C", "C", "C", "C", "O", "H", "H", "H", "H", "H", "H", "H", "H", "H", "H", "H", "H", "H", "H", "H", "H", "H", "H", "H", "H", "H", "H", "H"], "positions_angstrom": [[-5.53566, -0.97626, -1.51168], [-4.17719, -1.03309, -0.81754], [-3.63845, 0.23241, -0.50725], [-4.30274, 0.92456, 0.53217], [-3.41280, 2.07829, 0.99167], [-2.21158, 1.59584, 1.80935], [-1.41902, 0.62605, 1.07924], [-0.56577, 1.00170, 0.09630], [-0.23133, 2.72003, -0.10976], [0.82793, 2.61667, -1.57855], [1.94629, 1.57598, -1.49538], [2.29259, 0.97636, -2.48468], [2.55141, 1.53117, -0.27903], [3.48311, 0.59976, 0.18917], [3.78082, 0.60879, 1.55006], [4.69073, -0.29097, 2.07045], [5.31077, -1.21143, 1.24207], [5.01425, -1.22149, -0.11020], [4.10910, -0.32210, -0.64307], [0.08418, 0.21520, -0.67778], [-0.08481, -1.13186, -0.53917], [0.61500, -1.99957, -1.38227], [0.45482, -3.35790, -1.23582], [-0.39710, -3.87552, -0.25928], [-1.08960, -3.02974, 0.57693], [-0.93872, -1.64726, 0.44968], [-1.67367, -0.73468, 1.31426], [-2.44274, -1.07101, 2.19200], [-5.48357, -0.31982, -2.37695], [-5.81286, -1.97356, -1.84133], [-6.30477, -0.60879, -0.83659], [-3.43819, -1.49029, -1.48224], [-4.24918, -1.64028, 0.09723], [-4.50171, 0.24078, 1.36954], [-5.26086, 1.32564, 0.17140], [-3.06668, 2.61612, 0.10791], [-3.99704, 2.76090, 1.60870], [-1.57512, 2.44285, 2.08076], [-2.55758, 1.09000, 2.71468], [1.25447, 3.61406, -1.70093], [0.20348, 2.38054, -2.43943], [2.14925, 2.11833, 0.44206], [3.29419, 1.32425, 2.19948], [4.91396, -0.27415, 3.12705], [6.02062, -1.91522, 1.64965], [5.49460, -1.93602, -0.76196], [3.88102, -0.32877, -1.69515], [1.26610, -1.57318, -2.12833], [0.99344, -4.03367, -1.88370], [-0.51091, -4.94464, -0.16070], [-1.75316, -3.40585, 1.34111]], "nbo_charge": [-0.64, -0.06, -0.56, -0.07, -0.43, -0.23, -0.45, 0.35, 0.24, -0.61, 0.72, -0.62, -0.64, 0.24, -0.27, -0.19, -0.24, -0.19, -0.28, -0.56, 0.26, -0.23, -0.18, -0.23, -0.14, -0.23, 0.69, -0.62, 0.21, 0.22, 0.20, 0.19, 0.17, 0.18, 0.17, 0.22, 0.22, 0.21, 0.25, 0.25, 0.26, 0.40, 0.20, 0.21, 0.21, 0.21, 0.25, 0.24, 0.22, 0.22, 0.23], "lumo_ev": 0.5, "smiles": "CCOCCCn1c(SCC(=O)Nc2ccccc2)nc2ccccc2c1=O", "homo_lumo_gap_ev": 8.71, "charge": 0}

***

The data favor *ii*; the next most stable structure lies 0.0080 hartree above it.